Record 1
The following is a quantum chemistry calculation of a single C24H33N3O4 molecule, from OMol25.

Properties
largest force on an atom = 0.82 eV Å⁻¹
E_tot = -1399.6188 hartree
energy relative to the best compared isomer or geometry (same formula, charge and spin) = 2.4 kcal per mole
spin multiplicity = 1
net charge = 0
E_LUMO = 0.0221 hartree

Bonds (Å) are listed after each position.
Atoms and positions in Å:
1 C 2.925 -0.654 -2.247  C2 1.520, H62 1.086, H63 1.087, H64 1.087
2 C 3.407 -1.804 -1.377  C1 1.520, O3 1.419, H60 1.100, H61 1.097
3 O 2.300 -2.288 -0.633  C2 1.419, C4 1.402
4 C 2.593 -3.344 0.241  O3 1.402, O5 1.401, C13 1.545, H59 1.105
5 O 2.981 -4.506 -0.439  C4 1.401, C6 1.422
6 C 2.032 -5.077 -1.330  O5 1.422, C7 1.521, H11 1.099, H12 1.097
7 C 2.765 -6.048 -2.242  C6 1.521, H8 1.086, H9 1.087, H10 1.086
8 H 2.061 -6.521 -2.920  C7 1.086
9 H 3.522 -5.524 -2.821  C7 1.087
10 H 3.257 -6.811 -1.646  C7 1.086
11 H 1.259 -5.611 -0.760  C6 1.099
12 H 1.554 -4.285 -1.920  C6 1.097
13 C 1.417 -3.537 1.224  C4 1.545, C14 1.533, H57 1.091, H58 1.091
14 C 0.019 -3.241 0.667  C13 1.533, N15 1.442, H55 1.094, H56 1.093
15 N -0.170 -1.833 0.420  C14 1.442, C16 1.354, H54 1.008
16 C -1.024 -1.068 1.140  N15 1.354, O17 1.216, C18 1.492
17 O -1.782 -1.527 1.972  C16 1.216
18 C -0.968 0.375 0.765  C16 1.492, C19 1.363, C24 1.422
19 C -0.869 0.734 -0.546  C18 1.363, N20 1.360, H53 1.080
20 N -0.828 2.024 -0.974  C19 1.360, C21 1.391, C40 1.450
21 C -0.861 3.122 -0.120  N20 1.391, O22 1.228, C23 1.435
22 O -0.802 4.261 -0.577  C21 1.228
23 C -0.960 2.756 1.264  C21 1.435, C24 1.402, N31 1.370
24 C -1.036 1.431 1.715  C18 1.422, C23 1.402, C25 1.428
25 C -1.127 1.493 3.139  C24 1.428, C26 1.395, C30 1.418
26 C -1.233 0.542 4.153  C25 1.395, C27 1.376, H39 1.077
27 C -1.297 0.977 5.458  C26 1.376, C28 1.398, H38 1.080
28 C -1.262 2.338 5.775  C27 1.398, C29 1.377, H37 1.080
29 C -1.168 3.300 4.795  C28 1.377, C30 1.392, H36 1.079
30 C -1.101 2.872 3.472  C25 1.418, C29 1.392, N31 1.366
31 N -1.003 3.614 2.330  C23 1.370, C30 1.366, C32 1.437
32 C -0.953 5.050 2.281  N31 1.437, H33 1.088, H34 1.092, H35 1.093
33 H -0.885 5.358 1.240  C32 1.088
34 H -1.855 5.474 2.729  C32 1.092
35 H -0.081 5.418 2.828  C32 1.093
36 H -1.149 4.350 5.043  C29 1.079
37 H -1.316 2.638 6.812  C28 1.080
38 H -1.381 0.256 6.257  C27 1.080
39 H -1.285 -0.506 3.910  C26 1.077
40 C -0.796 2.310 -2.395  N20 1.450, H41 1.092, H42 1.094, C43 1.536
41 H -0.354 1.460 -2.920  C40 1.092
42 H -0.164 3.192 -2.532  C40 1.094
43 C -2.194 2.615 -2.955  C40 1.536, C44 1.526, C48 1.526, H52 1.094
44 C -3.117 1.406 -2.835  C43 1.526, H45 1.087, H46 1.088, H47 1.089
45 H -4.103 1.649 -3.223  C44 1.087
46 H -3.228 1.098 -1.797  C44 1.088
47 H -2.724 0.567 -3.407  C44 1.089
48 C -2.069 3.056 -4.411  C43 1.526, H49 1.087, H50 1.087, H51 1.089
49 H -1.439 3.938 -4.491  C48 1.087
50 H -3.048 3.296 -4.817  C48 1.087
51 H -1.633 2.262 -5.014  C48 1.089
52 H -2.609 3.441 -2.371  C43 1.094
53 H -0.841 -0.010 -1.328  C19 1.080
54 H 0.537 -1.407 -0.158  N15 1.008
55 H -0.732 -3.534 1.406  C14 1.094
56 H -0.159 -3.795 -0.259  C14 1.093
57 H 1.461 -4.567 1.579  C13 1.091
58 H 1.581 -2.878 2.078  C13 1.091
59 H 3.500 -3.102 0.825  C4 1.105
60 H 4.189 -1.465 -0.682  C2 1.100
61 H 3.824 -2.611 -1.993  C2 1.097
62 H 3.754 -0.262 -2.829  C1 1.086
63 H 2.148 -0.999 -2.924  C1 1.087
64 H 2.520 0.141 -1.625  C1 1.087


Record 2
The following is a quantum chemistry calculation of 3 unconnected molecules or ions with the total composition C6H14N4O2 at a distorted geometry, from OMol25.

Properties
largest force on an atom = 8.52 eV Å⁻¹
E_tot = -606.2381 hartree
energy relative to the best compared isomer or geometry (same formula, charge and spin) = 210.7 kcal per mole
spin multiplicity = 1
net charge = 0
E_LUMO = -0.0012 hartree

Bonds (Å) are listed after each position.
Atoms and positions in Å:
1 C -2.517 -0.898 0.085  C2 1.375, C3 1.521, H9 1.224, N21 1.546
2 C -3.272 -1.802 0.796  C1 1.375, O25 1.178, O26 1.408
3 C -1.166 -0.337 0.500  C1 1.521, C4 1.682, H10 1.149, H11 1.136
4 C -0.078 0.008 -0.736  C3 1.682, C5 1.582, H12 1.309, H13 1.027
5 C 1.286 0.178 0.046  C4 1.582, H14 1.027, H15 1.136, N22 1.562
6 C 3.592 1.177 -0.309  N22 1.466, N23 1.352, N24 1.340
7 H -3.860 0.030 -1.634  no bonds
8 H -2.272 1.361 -0.470  no bonds
9 H -2.213 -1.641 -0.838  C1 1.224
10 H -0.995 0.586 1.164  C3 1.149
11 H -0.713 -1.083 1.227  C3 1.136
12 H -0.141 -1.163 -1.317  C4 1.309
13 H -0.341 0.748 -1.398  C4 1.027
14 H 1.268 0.783 0.875  C5 1.027
15 H 1.658 -0.864 0.307  C5 1.136
16 H 2.341 0.329 -1.827  N22 0.996
17 H 5.562 1.274 -0.190  N23 1.123
18 H 4.403 1.888 1.518  N24 1.108
19 H 2.617 2.492 0.725  N24 1.178
20 H -5.030 -2.767 0.753  O26 1.109
21 N -3.264 0.399 -0.299  C1 1.546
22 N 2.329 0.789 -0.944  C5 1.562, C6 1.466, H16 0.996
23 N 4.773 1.038 -0.953  C6 1.352, H17 1.123
24 N 3.491 1.725 0.910  C6 1.340, H18 1.108, H19 1.178
25 O -2.900 -2.345 1.773  C2 1.178
26 O -4.560 -1.904 0.238  C2 1.408, H20 1.109


Record 3
The following is a quantum chemistry calculation of 3 unconnected molecules or ions with the total composition C14H21F16NO2P at a distorted geometry, from OMol25.

Properties
largest force on an atom = 2.75 eV Å⁻¹
E_tot = -2690.1204 hartree
energy relative to the best compared isomer or geometry (same formula, charge and spin) = 50.8 kcal per mole
spin multiplicity = 1
net charge = +1
E_LUMO = -0.1255 hartree

Bonds (Å) are listed after each position.
Atoms and positions in Å:
1 C 5.708 -4.944 -1.493  C2 1.659, H7 1.185, H8 1.181, H9 1.186
2 C 5.137 -3.652 -2.363  C1 1.659, P3 1.910, H10 1.171, H11 1.188
3 P 4.171 -2.535 -1.152  C2 1.910, C4 1.909, H12 1.463, H13 1.469
4 C 2.293 -2.422 -1.472  P3 1.909, N5 1.512, H14 1.194, H15 1.192
5 N 1.696 -3.579 -2.241  C4 1.512, C6 1.512, H16 1.043
6 C 1.787 -4.894 -1.498  N5 1.512, H17 1.171, H18 1.187, H19 1.181
7 H 6.773 -5.311 -1.860  C1 1.185
8 H 5.755 -4.722 -0.334  C1 1.181
9 H 4.902 -5.801 -1.641  C1 1.186
10 H 4.511 -4.092 -3.250  C2 1.171
11 H 6.098 -3.136 -2.834  C2 1.188
12 H 4.333 -3.105 0.185  P3 1.463
13 H 4.843 -1.229 -1.164  P3 1.469
14 H 1.771 -2.416 -0.398  C4 1.194
15 H 1.995 -1.372 -1.951  C4 1.192
16 H 2.107 -3.699 -3.192  N5 1.043
17 H 1.933 -4.797 -0.340  C6 1.171
18 H 0.820 -5.557 -1.688  C6 1.187
19 H 2.694 -5.489 -1.964  C6 1.181
20 C -0.412 -2.265 3.056  C21 1.536, O27 1.430, H34 1.099, H35 1.096
21 C -1.304 -1.717 4.179  C20 1.536, C22 1.524, F25 1.360, F26 1.370
22 C -2.666 -1.204 3.726  C21 1.524, F23 1.351, F24 1.361, H36 1.095
23 F -2.568 -0.185 2.844  C22 1.351
24 F -3.372 -0.719 4.785  C22 1.361
25 F -0.618 -0.767 4.870  C21 1.360
26 F -1.512 -2.740 5.066  C21 1.370
27 O 0.566 -1.366 2.525  C20 1.430, C28 1.427
28 C 0.088 -0.468 1.524  O27 1.427, C29 1.534, F32 1.355, F33 1.361
29 C 0.123 1.000 1.972  C28 1.534, F30 1.357, F31 1.359, H37 1.094
30 F -0.593 1.197 3.108  C29 1.357
31 F -0.419 1.813 1.027  C29 1.359
32 F -1.141 -0.869 1.119  C28 1.355
33 F 0.908 -0.638 0.451  C28 1.361
34 H 0.183 -3.074 3.502  C20 1.099
35 H -0.987 -2.758 2.264  C20 1.096
36 H -3.262 -2.000 3.269  C22 1.095
37 H 1.149 1.326 2.161  C29 1.094
38 C -2.719 3.512 -0.656  C39 1.536, O45 1.430, H52 1.099, H53 1.096
39 C -2.347 3.747 -2.127  C38 1.536, C40 1.524, F43 1.360, F44 1.370
40 C -1.361 4.884 -2.367  C39 1.524, F41 1.351, F42 1.361, H54 1.095
41 F -1.833 6.076 -1.943  C40 1.351
42 F -1.112 5.029 -3.698  C40 1.361
43 F -3.485 3.911 -2.854  C39 1.360
44 F -1.778 2.590 -2.590  C39 1.370
45 O -3.938 4.110 -0.205  C38 1.430, C46 1.427
46 C -3.838 5.481 0.179  O45 1.427, C47 1.534, F50 1.355, F51 1.361
47 C -4.634 6.418 -0.740  C46 1.534, F48 1.357, F49 1.359, H55 1.094
48 F -4.246 6.301 -2.035  C47 1.357
49 F -4.444 7.719 -0.395  C47 1.359
50 F -2.530 5.819 0.277  C46 1.355
51 F -4.337 5.549 1.443  C46 1.361
52 H -2.895 2.432 -0.552  C38 1.099
53 H -1.886 3.716 0.027  C38 1.096
54 H -0.403 4.696 -1.871  C40 1.095
55 H -5.704 6.198 -0.689  C47 1.094


Record 4
The following is a quantum chemistry calculation of 6 unconnected molecules or ions with the total composition C37H54ClNO15S at a distorted geometry, from OMol25.

Properties
largest force on an atom = 6.61 eV Å⁻¹
E_tot = -3483.5776 hartree
spin multiplicity = 1
net charge = 0
E_LUMO = -0.0081 hartree

Bonds (Å) are listed after each position.
Atoms and positions in Å:
1 C 4.405 -2.361 -0.416  C2 1.328, H21 1.160
2 C 4.272 -1.176 -1.002  C1 1.328, C3 1.619
3 C 3.629 0.279 -1.303  C2 1.619, C4 1.584, C12 1.573
4 C 4.213 1.530 -0.527  C3 1.584, C5 1.602, H22 1.162
5 C 3.638 3.015 -0.698  C4 1.602, C6 1.608, C10 1.600
6 C 4.341 4.152 0.196  C5 1.608, C7 1.647, H23 1.167, H24 1.148
7 C 5.707 4.617 -0.598  C6 1.647, C8 1.622, Cl9 1.850, H25 1.153
8 C 5.609 4.357 -2.196  C7 1.622, H26 1.163, H27 1.162, H28 1.158
9 Cl 6.002 6.426 -0.350  C7 1.850
10 C 2.418 3.266 -1.702  C5 1.600, C11 1.574, N20 1.487
11 C 1.894 2.006 -2.486  C10 1.574, C12 1.584, S13 1.881
12 C 2.458 0.535 -2.321  C3 1.573, C11 1.584, H29 1.152
13 S 0.469 2.258 -3.688  C11 1.881, C14 1.873
14 C -0.393 3.756 -2.967  S13 1.873, C15 1.578, C19 1.572
15 C -1.935 3.913 -3.263  C14 1.578, C16 1.576, H30 1.159
16 C -2.668 5.183 -2.686  C15 1.576, C17 1.593, H31 1.151
17 C -1.839 6.216 -1.800  C16 1.593, C18 1.586, H32 1.148
18 C -0.292 6.031 -1.506  C17 1.586, C19 1.603, H33 1.164
19 C 0.467 4.754 -2.109  C14 1.572, C18 1.603, N20 1.488
20 N 1.925 4.663 -1.827  C10 1.487, C19 1.488, H34 1.048
21 H 4.618 -3.325 0.192  C1 1.160
22 H 5.096 1.376 0.213  C4 1.162
23 H 4.634 3.636 1.202  C6 1.167
24 H 3.671 5.042 0.473  C6 1.148
25 H 6.579 3.974 -0.202  C7 1.153
26 H 6.500 4.925 -2.683  C8 1.163
27 H 5.780 3.236 -2.455  C8 1.162
28 H 4.624 4.755 -2.656  C8 1.158
29 H 2.000 -0.322 -2.939  C12 1.152
30 H -2.439 3.095 -3.910  C15 1.159
31 H -3.785 5.332 -2.921  C16 1.151
32 H -2.362 7.138 -1.358  C17 1.148
33 H 0.283 6.817 -0.867  C18 1.164
34 H 2.026 5.060 -0.862  N20 1.048
35 C 1.786 -2.467 2.464  C36 1.517, H42 1.094, H43 1.093, H44 1.093
36 C 3.062 -1.844 2.999  C35 1.517, O37 1.435, H45 1.093, H46 1.094
37 O 3.104 -1.906 4.432  C36 1.435, C38 1.344
38 C 3.420 -3.105 4.951  O37 1.344, O39 1.212, O40 1.347
39 O 3.676 -4.111 4.324  C38 1.212
40 O 3.381 -3.005 6.293  C38 1.347, C41 1.427
41 C 3.601 -4.242 6.970  O40 1.427, H47 1.093, H48 1.093, H49 1.091
42 H 0.909 -2.013 2.936  C35 1.094
43 H 1.716 -2.336 1.382  C35 1.093
44 H 1.745 -3.537 2.683  C35 1.093
45 H 3.087 -0.784 2.729  C36 1.093
46 H 3.952 -2.309 2.565  C36 1.094
47 H 4.527 -4.719 6.639  C41 1.093
48 H 2.748 -4.907 6.813  C41 1.093
49 H 3.684 -4.031 8.037  C41 1.091
50 C -2.179 9.750 4.415  C51 1.517, H57 1.094, H58 1.093, H59 1.094
51 C -2.377 8.249 4.317  C50 1.517, O52 1.434, H60 1.093, H61 1.094
52 O -3.658 7.934 3.754  C51 1.434, C53 1.344
53 C -3.757 8.079 2.421  O52 1.344, O54 1.211, O55 1.347
54 O -2.873 8.435 1.675  C53 1.211
55 O -5.020 7.781 2.059  C53 1.347, C56 1.426
56 C -5.287 7.992 0.674  O55 1.426, H62 1.093, H63 1.093, H64 1.091
57 H -3.008 10.213 4.959  C50 1.094
58 H -1.243 9.985 4.926  C50 1.093
59 H -2.153 10.213 3.424  C50 1.094
60 H -2.359 7.815 5.320  C51 1.093
61 H -1.575 7.772 3.745  C51 1.094
62 H -4.565 7.467 0.044  C56 1.093
63 H -5.284 9.063 0.455  C56 1.093
64 H -6.282 7.597 0.460  C56 1.091
65 C 0.162 -6.653 -3.207  C66 1.517, H72 1.094, H73 1.093, H74 1.093
66 C 1.077 -5.865 -2.290  C65 1.517, O67 1.434, H75 1.094, H76 1.094
67 O 1.148 -4.490 -2.691  C66 1.434, C68 1.345
68 C 0.088 -3.733 -2.357  O67 1.345, O69 1.211, O70 1.347
69 O -0.892 -4.106 -1.752  C68 1.211
70 O 0.293 -2.489 -2.831  C68 1.347, C71 1.427
71 C -0.810 -1.607 -2.629  O70 1.427, H77 1.093, H78 1.093, H79 1.092
72 H 0.464 -6.530 -4.251  C65 1.094
73 H 0.182 -7.716 -2.954  C65 1.093
74 H -0.871 -6.304 -3.134  C65 1.093
75 H 2.093 -6.265 -2.360  C66 1.094
76 H 0.770 -5.947 -1.242  C66 1.094
77 H -1.114 -1.581 -1.579  C71 1.093
78 H -1.647 -1.908 -3.265  C71 1.093
79 H -0.498 -0.602 -2.922  C71 1.092
80 C -6.794 -0.362 -6.803  C81 1.517, H87 1.094, H88 1.093, H89 1.093
81 C -5.333 -0.745 -6.666  C80 1.517, O82 1.434, H90 1.094, H91 1.094
82 O -4.849 -0.466 -5.345  C81 1.434, C83 1.345
83 C -5.214 -1.346 -4.396  O82 1.345, O84 1.211, O85 1.347
84 O -5.892 -2.335 -4.563  C83 1.211
85 O -4.713 -0.926 -3.218  C83 1.347, C86 1.427
86 C -5.115 -1.723 -2.104  O85 1.427, H92 1.093, H93 1.093, H94 1.092
87 H -6.950 0.679 -6.504  C80 1.094
88 H -7.133 -0.491 -7.834  C80 1.093
89 H -7.427 -0.975 -6.156  C80 1.093
90 H -4.734 -0.140 -7.353  C81 1.094
91 H -5.162 -1.794 -6.927  C81 1.094
92 H -4.893 -2.780 -2.269  C86 1.093
93 H -6.180 -1.579 -1.910  C86 1.093
94 H -4.555 -1.387 -1.230  C86 1.092
95 C 2.421 -6.240 3.084  C96 1.517, H102 1.091, H103 1.093, H104 1.094
96 C 2.318 -7.741 2.887  C95 1.517, O97 1.435, H105 1.094, H106 1.095
97 O 1.550 -8.346 3.937  C96 1.435, C98 1.344
98 C 0.218 -8.198 3.839  O97 1.344, O99 1.211, O100 1.347
99 O -0.373 -7.618 2.955  C98 1.211
100 O -0.350 -8.787 4.909  C98 1.347, C101 1.426
101 C -1.764 -8.614 4.979  O100 1.426, H107 1.093, H108 1.093, H109 1.092
102 H 2.806 -6.008 4.078  C95 1.091
103 H 3.081 -5.795 2.335  C95 1.093
104 H 1.441 -5.761 3.003  C95 1.094
105 H 3.318 -8.182 2.935  C96 1.094
106 H 1.901 -7.994 1.907  C96 1.095
107 H -2.252 -8.930 4.054  C101 1.093
108 H -2.000 -7.570 5.201  C101 1.093
109 H -2.139 -9.235 5.795  C101 1.092


Record 5
The following is a quantum chemistry calculation of 3 unconnected molecules or ions with the total composition C3H13N3 at a distorted geometry, from OMol25.

Properties
largest force on an atom = 4.63 eV Å⁻¹
E_tot = -285.7026 hartree
energy relative to the best compared isomer or geometry (same formula, charge and spin) = 51.5 kcal per mole
spin multiplicity = 1
net charge = +2
E_LUMO = -0.2679 hartree

Bonds (Å) are listed after each position.
Atoms and positions in Å:
1 C -4.360 -0.170 -1.806  N6 1.417, H7 1.079, H8 1.189, H9 1.033
2 C -4.640 -1.226 -4.003  N6 1.256, H10 1.020, H11 1.047
3 C 7.665 1.264 3.433  N4 1.280, H13 1.032, H14 1.107
4 N 7.546 1.332 4.706  C3 1.280, H15 1.008, H16 1.018
5 N -1.610 -0.245 -0.208  H17 1.149, H18 1.009, H19 1.008
6 N -4.679 -1.180 -2.748  C1 1.417, C2 1.256, H12 1.103
7 H -5.082 -0.154 -1.005  C1 1.079
8 H -3.450 -0.439 -1.090  C1 1.189
9 H -4.042 0.711 -2.241  C1 1.033
10 H -4.881 -2.070 -4.524  C2 1.020
11 H -4.115 -0.477 -4.513  C2 1.047
12 H -5.036 -2.062 -2.190  N6 1.103
13 H 6.898 1.757 2.950  C3 1.032
14 H 8.567 0.673 3.182  C3 1.107
15 H 8.302 0.908 5.219  N4 1.008
16 H 6.755 1.763 5.180  N4 1.018
17 H -0.638 -0.635 -0.680  N5 1.149
18 H -1.762 0.730 -0.419  N5 1.009
19 H -1.437 -0.481 0.757  N5 1.008